# C48H61As3N2OP2Ru

C48H61As3N2OP2Ru as an isolated structure at a distorted geometry (wB97M-V/def2-TZVPD, OMol25).

Geometry as XYZ:
```
118
Properties=species:S:1:pos:R:3:lowdin_charge:R:1
Ru -0.29 0.10 -0.05 0.640
C 3.22 -0.01 1.29 -0.289
N 2.72 0.21 2.64 -0.196
C 1.59 1.06 2.89 -0.318
P -0.05 0.26 2.42 0.978
C -1.21 1.43 3.20 -0.353
C -1.29 2.70 2.63 -0.122
C -2.18 3.64 3.13 -0.075
C -3.01 3.30 4.20 -0.057
C -2.92 2.04 4.77 -0.055
C -2.02 1.10 4.28 -0.062
C -0.14 -1.23 3.45 -0.369
C 0.72 -1.53 4.50 -0.061
C 0.52 -2.68 5.25 -0.046
C -0.54 -3.53 4.96 -0.052
C -1.42 -3.23 3.93 -0.063
C -1.21 -2.09 3.17 -0.147
C 3.66 -0.03 3.67 -0.281
C 4.20 -1.31 3.84 -0.033
C 5.12 -1.55 4.85 -0.065
C 5.52 -0.53 5.70 -0.073
C 4.99 0.74 5.53 -0.066
C 4.08 1.00 4.52 -0.026
P 2.14 0.45 -0.13 0.950
C 2.37 2.25 -0.29 -0.373
C 1.80 2.86 -1.41 -0.124
C 2.01 4.20 -1.68 -0.069
C 2.77 4.97 -0.82 -0.057
C 3.33 4.38 0.31 -0.051
C 3.15 3.03 0.57 -0.089
C 3.19 -0.23 -1.45 -0.382
C 2.82 -1.45 -2.01 -0.130
C 3.63 -2.04 -2.97 -0.074
C 4.80 -1.41 -3.37 -0.052
C 5.16 -0.19 -2.82 -0.049
C 4.36 0.41 -1.86 -0.067
H 3.43 -1.08 1.14 0.097
H 4.17 0.52 1.12 0.107
H 1.62 2.01 2.36 0.067
H 1.52 1.28 3.96 0.106
H -0.64 2.96 1.79 0.082
H -2.23 4.63 2.70 0.101
H -3.71 4.02 4.58 0.114
H -3.55 1.79 5.61 0.116
H -1.96 0.12 4.73 0.106
H 1.53 -0.86 4.76 0.095
H 1.19 -2.91 6.06 0.118
H -0.68 -4.43 5.55 0.116
H -2.26 -3.87 3.72 0.115
H -1.89 -1.84 2.37 0.043
H 3.87 -2.11 3.20 0.116
H 5.52 -2.55 4.98 0.112
H 6.23 -0.72 6.49 0.111
H 5.31 1.55 6.17 0.112
H 3.68 2.00 4.38 0.113
H 1.19 2.26 -2.08 0.035
H 1.58 4.65 -2.58 0.114
H 2.94 6.02 -1.03 0.116
H 3.94 4.98 0.98 0.117
H 3.62 2.60 1.44 0.103
H 1.90 -1.92 -1.69 0.083
H 3.35 -2.99 -3.41 0.113
H 5.43 -1.87 -4.12 0.117
H 6.07 0.30 -3.14 0.117
H 4.64 1.36 -1.43 0.113
C 0.96 0.50 -4.31 -0.283
As -0.57 0.41 -3.09 1.101
C -1.52 1.99 -3.77 -0.283
C -1.49 -1.01 -4.11 -0.335
C -2.71 -1.68 -3.47 -0.673
C -3.68 -0.61 -2.96 -0.082
C -2.30 -2.62 -2.33 -0.341
As -1.72 -1.94 -0.57 1.054
C -3.48 -1.95 0.30 -0.265
C -0.99 -3.65 0.03 -0.269
C -3.44 -2.52 -4.53 -0.368
As -2.76 -4.24 -5.33 1.156
C -0.80 -4.14 -5.28 -0.354
C -2.99 -5.47 -3.81 -0.346
H 0.59 0.61 -5.33 0.042
H 1.54 -0.41 -4.23 0.012
H 1.61 1.35 -4.08 0.023
H -1.72 1.86 -4.83 0.039
H -0.88 2.87 -3.64 0.023
H -2.45 2.16 -3.24 0.011
H -0.72 -1.76 -4.32 0.049
H -1.78 -0.57 -5.06 0.091
H -3.22 -0.03 -2.15 0.033
H -4.61 -1.06 -2.60 0.088
H -3.94 0.08 -3.77 0.095
H -1.48 -3.26 -2.67 0.041
H -3.14 -3.27 -2.08 0.083
H -3.81 -2.99 0.41 0.046
H -4.20 -1.42 -0.32 0.017
H -3.46 -1.47 1.28 0.011
H -1.78 -4.40 0.11 0.046
H -0.49 -3.55 0.99 0.010
H -0.25 -3.99 -0.70 0.029
H -3.65 -1.89 -5.40 0.066
H -4.42 -2.82 -4.14 0.071
H -0.43 -3.36 -5.95 0.017
H -0.44 -5.10 -5.65 0.023
H -0.39 -3.99 -4.28 -0.001
H -4.01 -5.41 -3.42 0.022
H -2.28 -5.31 -3.01 0.001
H -2.85 -6.49 -4.19 0.020
O -1.51 1.93 -0.57 -0.332
N -2.30 2.94 -0.26 -0.196
C -1.79 4.19 -0.17 -0.017
C -2.61 5.26 0.10 -0.024
C -3.97 5.07 0.28 -0.024
C -4.47 3.77 0.20 -0.008
C -3.61 2.73 -0.06 0.007
H -0.72 4.26 -0.33 0.135
H -2.17 6.25 0.16 0.130
H -4.63 5.90 0.48 0.127
H -5.52 3.57 0.35 0.127
H -3.93 1.70 -0.13 0.138
```

- F_max (eV Å⁻¹) = 1.3
- multiplicity = 5
- E_HOMO (spin up / spin down) (eV) = -11.81 / -12.28
- E_tot (eV) = -259453.5108
- net charge = +2
- frontier orbital gap (spin up / spin down) (eV) = 6.924 / 5.679

=====

# C48H61N4O

An isolated ion of composition C48H61N4O and charge +1 at a distorted geometry (wB97M-V/def2-TZVPD, OMol25).

Geometry as XYZ:
```
114
Properties=species:S:1:pos:R:3:lowdin_charge:R:1
C 6.92 0.56 0.23 -0.048
O 6.29 -0.74 0.38 -0.075
C 4.95 -0.82 0.19 -0.251
C 4.16 0.29 -0.21 -0.002
C 2.79 0.13 -0.35 -0.036
C 2.14 -1.09 -0.11 -0.151
C 0.70 -1.17 -0.33 -0.059
N 0.17 -2.30 -0.97 0.061
C 0.84 -3.34 -1.68 -0.103
C 0.48 -4.68 -1.43 -0.120
C -0.77 -5.11 -0.65 -0.387
C -0.39 -5.50 0.78 -0.054
C -1.52 -6.25 -1.34 -0.053
C 1.35 -5.67 -1.86 -0.021
C 2.46 -5.36 -2.65 -0.035
C 2.66 -4.05 -3.08 -0.016
C 1.80 -3.03 -2.67 -0.130
C 1.81 -1.67 -3.38 -0.370
C 0.98 -1.74 -4.66 -0.044
C 3.24 -1.19 -3.64 -0.059
N -1.17 -2.22 -1.03 0.211
N -1.48 -1.02 -0.53 0.026
C -2.88 -0.65 -0.53 -0.092
C -3.75 -1.41 0.28 -0.112
C -3.21 -2.47 1.24 -0.377
C -4.19 -3.62 1.48 -0.064
C -2.73 -1.86 2.55 -0.036
C -5.12 -1.14 0.22 -0.009
C -5.61 -0.16 -0.65 -0.033
C -4.75 0.51 -1.51 -0.022
C -3.38 0.25 -1.49 -0.120
C -2.51 0.81 -2.62 -0.368
C -2.65 2.32 -2.75 -0.055
C -2.89 0.13 -3.94 -0.052
C -0.36 -0.34 -0.06 -0.058
C -0.62 0.87 0.80 -0.065
C 2.95 -2.21 0.23 -0.005
C 4.32 -2.08 0.38 0.022
H 7.97 0.37 0.46 0.097
H 6.82 0.93 -0.80 0.097
H 6.50 1.28 0.94 0.099
H 4.64 1.25 -0.39 0.106
H 2.17 0.95 -0.70 0.084
H -1.44 -4.24 -0.64 0.087
H 0.16 -4.69 1.27 0.078
H -1.28 -5.73 1.38 0.080
H 0.26 -6.38 0.75 0.088
H -1.80 -5.97 -2.36 0.092
H -0.89 -7.15 -1.37 0.075
H -2.43 -6.50 -0.79 0.086
H 1.16 -6.71 -1.58 0.119
H 3.16 -6.14 -2.95 0.117
H 3.47 -3.81 -3.77 0.123
H 1.34 -0.95 -2.71 0.113
H -0.05 -2.04 -4.44 0.078
H 0.96 -0.76 -5.16 0.087
H 1.41 -2.47 -5.35 0.091
H 3.87 -1.35 -2.76 0.076
H 3.68 -1.73 -4.49 0.083
H 3.24 -0.12 -3.87 0.089
H -2.34 -2.91 0.73 0.094
H -4.59 -4.00 0.53 0.093
H -3.68 -4.44 1.99 0.080
H -5.03 -3.29 2.11 0.081
H -2.01 -1.06 2.38 0.057
H -3.58 -1.45 3.11 0.097
H -2.25 -2.63 3.16 0.090
H -5.80 -1.72 0.84 0.115
H -6.68 0.05 -0.68 0.118
H -5.13 1.22 -2.25 0.120
H -1.47 0.58 -2.39 0.123
H -2.28 2.82 -1.86 0.044
H -2.05 2.69 -3.60 0.094
H -3.69 2.62 -2.90 0.082
H -2.80 -0.96 -3.86 0.082
H -3.93 0.37 -4.20 0.087
H -2.24 0.47 -4.76 0.084
H -1.64 1.21 0.52 0.133
H -0.77 0.45 1.81 0.126
H 2.49 -3.18 0.37 0.120
H 4.95 -2.92 0.65 0.129
C -0.27 6.01 6.31 -0.204
C 1.04 5.24 6.22 -0.185
C 0.86 3.95 5.45 -0.180
N 0.15 4.09 4.20 -0.132
C 0.27 3.05 3.34 -0.114
C -0.31 2.92 2.12 -0.080
C 0.28 2.06 1.01 -0.271
C 0.54 3.01 -0.19 -0.171
C 1.84 3.20 -0.68 -0.058
C 2.06 3.98 -1.82 -0.069
C 1.01 4.73 -2.36 -0.081
C -0.24 4.69 -1.75 -0.076
C -0.48 3.83 -0.67 -0.068
C -0.76 5.18 3.90 -0.155
C -0.77 6.35 4.91 -0.173
H -1.01 5.42 6.86 0.117
H -0.11 6.94 6.86 0.113
H 1.80 5.86 5.72 0.121
H 1.42 5.00 7.22 0.116
H 1.84 3.50 5.23 0.120
H 0.32 3.23 6.09 0.127
H 0.94 2.25 3.68 0.133
H -1.26 3.42 1.89 0.095
H 1.25 1.64 1.32 0.131
H 2.68 2.74 -0.17 0.101
H 3.05 3.98 -2.27 0.107
H 1.17 5.34 -3.25 0.106
H -1.05 5.33 -2.11 0.111
H -1.46 3.82 -0.18 0.112
H -0.52 5.59 2.91 0.127
H -1.79 4.79 3.81 0.121
H -1.79 6.74 4.97 0.112
H -0.14 7.15 4.50 0.113
```

- F_max (eV Å⁻¹) = 2.9
- multiplicity = 1
- E_HOMO (eV) = -9.39
- E_tot (eV) = -58767.3628
- net charge = +1
- frontier orbital gap (eV) = 6.538

=====

# C48H63AsMgN4OP2SSe2Si2

C48H63AsMgN4OP2SSe2Si2 as an isolated structure (wB97M-V/def2-TZVPD, OMol25).

Geometry as XYZ:
```
125
Properties=species:S:1:pos:R:3:lowdin_charge:R:1
Mg -1.66 0.60 0.24 0.195
Se 1.91 -6.73 -2.70 0.326
P 1.31 -6.16 -0.77 0.543
C 2.59 -6.58 0.44 -0.344
C 2.62 -7.74 1.20 -0.089
C 3.69 -8.01 2.04 -0.090
C 4.76 -7.13 2.11 -0.095
C 4.76 -5.98 1.32 -0.076
C 3.68 -5.72 0.49 -0.085
C -0.34 -6.79 -0.31 -0.330
C -0.68 -7.48 0.85 -0.087
C -2.00 -7.83 1.09 -0.092
C -2.99 -7.49 0.18 -0.089
C -2.66 -6.80 -0.97 -0.067
C -1.34 -6.45 -1.22 -0.089
C 1.02 -4.41 -0.44 -0.383
C 0.92 -3.18 -1.12 -0.385
N 0.50 -2.27 -0.23 0.136
N 0.41 -2.92 0.91 -0.160
N 0.70 -4.20 0.84 0.125
P 1.03 -2.71 -2.87 0.506
Se 0.96 -0.65 -3.23 0.322
C -0.44 -3.57 -3.51 -0.346
C -1.62 -3.09 -2.93 -0.105
C -2.84 -3.63 -3.29 -0.084
C -2.90 -4.65 -4.24 -0.110
C -1.73 -5.13 -4.81 -0.102
C -0.50 -4.59 -4.45 -0.125
C 2.63 -3.38 -3.40 -0.390
C 2.87 -3.98 -4.63 -0.131
C 4.15 -4.38 -4.98 -0.097
C 5.21 -4.18 -4.10 -0.096
C 4.98 -3.56 -2.88 -0.086
C 3.70 -3.15 -2.54 -0.115
H 1.83 -8.47 1.13 0.093
H 3.69 -8.92 2.63 0.098
H 5.59 -7.33 2.77 0.097
H 5.59 -5.29 1.35 0.102
H 3.69 -4.83 -0.13 0.094
H 0.06 -7.70 1.60 0.084
H -2.25 -8.35 2.00 0.099
H -4.02 -7.75 0.38 0.098
H -3.42 -6.50 -1.68 0.100
H -1.09 -5.92 -2.13 0.074
H -1.59 -2.29 -2.19 0.066
H -3.74 -3.24 -2.83 0.098
H -3.86 -5.07 -4.52 0.094
H -1.77 -5.93 -5.54 0.097
H 0.40 -5.01 -4.88 0.056
H 2.06 -4.13 -5.34 0.091
H 4.32 -4.86 -5.93 0.099
H 6.20 -4.51 -4.36 0.095
H 5.80 -3.38 -2.20 0.100
H 3.53 -2.64 -1.60 0.108
C -1.83 -3.95 2.72 -0.078
C -0.55 -3.24 3.17 -0.422
C -0.79 -2.47 4.47 -0.095
C -0.06 -2.26 2.12 -0.167
H -2.17 -4.65 3.49 0.070
H -1.67 -4.51 1.80 0.053
H -2.62 -3.22 2.54 0.072
H 0.23 -3.99 3.34 0.119
H -1.54 -1.69 4.33 0.042
H 0.11 -1.97 4.82 0.069
H -1.15 -3.15 5.25 0.072
H 0.73 -1.61 2.49 0.094
H -0.88 -1.59 1.77 0.014
S -3.08 2.92 -0.04 0.360
C -2.27 4.47 0.03 -0.743
C -1.26 4.72 0.98 -0.150
C -0.62 5.95 1.05 -0.137
C -0.95 6.97 0.16 -0.144
C -1.95 6.74 -0.78 -0.142
C -2.60 5.52 -0.84 -0.163
H -1.00 3.92 1.67 0.048
H 0.14 6.10 1.81 0.088
H -0.45 7.93 0.21 0.078
H -2.22 7.53 -1.48 0.085
H -3.37 5.35 -1.58 0.084
O 0.04 1.38 -0.57 -0.221
C 0.58 2.41 -0.97 -0.474
C 0.33 2.88 -2.38 -0.102
C 0.32 4.40 -2.58 -0.180
C 1.71 4.99 -2.78 -0.206
C 2.73 4.42 -1.79 -0.185
C 2.17 4.29 -0.38 -0.179
N 1.44 3.05 -0.16 0.120
H -0.64 2.45 -2.64 0.120
H 1.07 2.40 -3.03 0.093
H -0.17 4.87 -1.73 0.085
H -0.31 4.64 -3.44 0.115
H 1.66 6.08 -2.66 0.105
H 2.06 4.80 -3.80 0.103
H 3.62 5.07 -1.76 0.103
H 3.08 3.44 -2.11 0.114
H 1.54 5.15 -0.14 0.101
H 2.99 4.28 0.34 0.109
H 1.41 2.70 0.79 0.105
C -2.37 0.91 6.14 -0.245
Si -2.45 1.49 4.33 0.108
C -3.73 0.39 3.49 -0.263
C -3.24 3.21 4.39 -0.234
As -0.41 1.28 3.25 0.630
Si 0.71 3.02 4.27 0.105
C 2.24 3.47 3.23 -0.265
C -0.13 4.70 4.61 -0.240
C 1.44 2.54 5.96 -0.269
H -3.21 1.29 6.72 0.010
H -1.44 1.23 6.62 -0.010
H -2.39 -0.19 6.19 0.004
H -4.64 0.36 4.10 0.019
H -3.37 -0.63 3.35 -0.010
H -3.98 0.78 2.50 -0.010
H -4.26 3.11 4.80 0.018
H -3.31 3.63 3.39 0.016
H -2.69 3.90 5.03 -0.004
H 1.95 4.18 2.44 -0.009
H 2.68 2.59 2.76 0.016
H 3.00 3.95 3.84 0.017
H -0.99 4.89 3.97 -0.006
H 0.60 5.51 4.44 0.013
H -0.46 4.76 5.65 0.015
H 2.01 1.61 5.87 0.008
H 0.64 2.36 6.69 -0.005
H 2.10 3.32 6.37 0.008
```

- F_max (eV Å⁻¹) = 0.4
- multiplicity = 1
- E_HOMO (spin up / spin down) (eV) = 1.35 / 1.28
- E_tot (eV) = -300954.8980
- net charge = -2
- frontier orbital gap (spin up / spin down) (eV) = 2.117 / 2.181
- relative energy (zero: lowest compared OMol25 entry of this formula, charge and spin) (kJ/mol) = 384.1